# 1
Computed, not measured: C52H64F5N3O2RuSe as an isolated structure, with ωB97M-V with the def2-TZVPD basis set.

Each line ends with the Löwdin charge.
Geometry (Å):
Ru1 -0.578 0.592 -0.561  1.49
C1 -2.412 -0.654 -2.669  -0.08
N1 -1.937 -1.077 -1.341  -0.33
C2 -3.111 -1.403 -0.517  -0.06
C3 -1.087 -2.276 -1.489  -0.16
C4 -0.291 -2.543 -0.222  -0.13
N2 0.460 -1.350 0.194  -0.20
C5 1.840 -1.348 -0.323  -0.12
C6 1.988 -1.387 -1.822  -0.14
C7 2.867 -2.314 -2.351  0.01
C8 3.158 -2.369 -3.710  -0.16
C9 2.544 -1.423 -4.512  0.02
C10 1.649 -0.454 -4.045  -0.07
C11 1.338 -0.473 -2.678  -0.28
O1 0.412 0.369 -2.196  -0.27
C12 1.091 0.522 -5.104  -0.52
C13 2.264 1.081 -5.928  -0.05
C14 0.326 1.743 -4.578  -0.05
C15 0.158 -0.256 -6.042  -0.04
C16 4.126 -3.421 -4.247  -0.56
C17 4.256 -3.364 -5.769  -0.07
C18 3.629 -4.820 -3.861  -0.05
C19 5.514 -3.193 -3.634  -0.05
C20 0.504 -1.165 1.664  -0.11
C21 -0.833 -1.157 2.351  -0.15
C22 -1.083 -2.097 3.334  0.01
C23 -2.255 -2.083 4.083  -0.16
C24 -3.164 -1.077 3.794  0.02
C25 -2.989 -0.114 2.794  -0.08
C26 -1.798 -0.172 2.059  -0.28
O2 -1.558 0.711 1.077  -0.30
C27 -4.118 0.930 2.659  -0.52
C28 -4.151 1.747 3.960  -0.03
C29 -4.002 1.937 1.509  -0.07
C30 -5.464 0.211 2.479  -0.04
C31 -2.487 -3.133 5.167  -0.56
C32 -3.835 -2.956 5.866  -0.07
C33 -1.378 -3.029 6.223  -0.05
C34 -2.454 -4.530 4.535  -0.05
H1 -3.010 -1.448 -3.133  0.10
H2 -1.559 -0.422 -3.299  0.06
H3 -3.032 0.237 -2.564  0.09
H4 -3.704 -2.177 -1.018  0.10
H5 -3.721 -0.514 -0.386  0.08
H6 -2.812 -1.757 0.465  0.08
H7 -0.418 -2.110 -2.329  0.11
H8 -1.711 -3.149 -1.726  0.13
H9 0.390 -3.384 -0.402  0.14
H10 -0.957 -2.834 0.591  0.12
H11 2.367 -2.218 0.095  0.13
H12 2.327 -0.456 0.076  0.10
H13 3.341 -3.010 -1.667  0.11
H14 2.751 -1.436 -5.571  0.09
H15 2.979 1.593 -5.281  0.09
H16 1.887 1.805 -6.653  0.08
H17 2.801 0.313 -6.484  0.07
H18 0.911 2.332 -3.873  0.08
H19 -0.607 1.484 -4.086  0.07
H20 0.089 2.382 -5.432  0.09
H21 0.674 -1.090 -6.522  0.08
H22 -0.227 0.402 -6.824  0.09
H23 -0.695 -0.664 -5.494  0.08
H24 3.297 -3.533 -6.262  0.09
H25 4.944 -4.142 -6.105  0.09
H26 4.653 -2.405 -6.107  0.09
H27 2.632 -5.003 -4.267  0.09
H28 3.579 -4.946 -2.778  0.07
H29 4.304 -5.583 -4.253  0.08
H30 5.901 -2.210 -3.909  0.09
H31 6.216 -3.950 -3.989  0.08
H32 5.481 -3.248 -2.545  0.08
H33 1.013 -0.213 1.825  0.11
H34 1.130 -1.949 2.113  0.13
H35 -0.323 -2.847 3.528  0.12
H36 -4.071 -1.024 4.376  0.09
H37 -3.187 2.231 4.130  0.08
H38 -4.375 1.124 4.828  0.08
H39 -4.917 2.523 3.896  0.09
H40 -3.118 2.561 1.602  0.02
H41 -4.886 2.579 1.537  0.09
H42 -3.969 1.458 0.532  0.06
H43 -5.676 -0.500 3.276  0.07
H44 -5.489 -0.333 1.531  0.08
H45 -6.272 0.945 2.465  0.09
H46 -3.908 -1.991 6.370  0.09
H47 -3.956 -3.733 6.623  0.09
H48 -4.668 -3.042 5.166  0.09
H49 -1.359 -2.033 6.668  0.09
H50 -0.395 -3.221 5.790  0.08
H51 -1.544 -3.758 7.018  0.08
H52 -3.233 -4.630 3.777  0.09
H53 -2.617 -5.295 5.298  0.08
H54 -1.493 -4.733 4.060  0.08
C35 -0.670 5.333 -2.887  -0.10
C36 0.651 5.278 -2.461  -0.08
C37 1.090 4.284 -1.602  -0.04
C38 0.209 3.294 -1.149  -0.38
C39 -1.130 3.389 -1.546  -0.10
C40 -1.560 4.383 -2.410  -0.09
N3 0.568 2.274 -0.259  -0.15
C41 1.941 2.017 -0.029  -0.32
C42 2.371 1.844 1.285  -0.06
C43 3.676 1.455 1.558  -0.08
C44 4.576 1.250 0.522  -0.09
C45 4.161 1.450 -0.791  -0.07
C46 2.859 1.833 -1.066  -0.05
H55 -1.001 6.112 -3.560  0.10
H56 1.356 6.028 -2.797  0.10
H57 2.119 4.279 -1.274  0.11
H58 -1.862 2.685 -1.151  0.08
H59 -2.602 4.417 -2.701  0.10
H60 1.659 1.993 2.089  0.08
H61 3.987 1.311 2.585  0.10
H62 5.593 0.945 0.734  0.10
H63 4.853 1.291 -1.609  0.11
H64 2.533 1.960 -2.089  0.11
F1 1.380 5.002 7.535  0.14
C47 0.945 4.749 6.303  -0.13
C48 0.791 5.784 5.396  -0.14
F2 1.084 7.031 5.766  0.13
C49 0.342 5.512 4.116  -0.26
F3 0.218 6.541 3.280  0.09
C50 0.017 4.219 3.709  -0.49
Se1 -0.595 3.825 1.965  1.03
C51 0.184 3.203 4.649  -0.26
F4 -0.089 1.934 4.333  0.08
C52 0.645 3.450 5.928  -0.14
F5 0.802 2.454 6.802  0.12

Properties
2S+1: 5
<S²>: 6.024
Kohn-Sham gap (spin up / spin down) (eV): 7.4 / 5.4
HOMO level (spin up / spin down) (eV): -7.04 / -7.19

# 2
Computed, not measured: a single C2HBrF3NO molecule, with ωB97M-V with the def2-TZVPD basis set.

Each line ends with the Löwdin charge.
Geometry (Å):
O1 0.011 2.110 0.344  -0.02
N1 -0.913 1.382 0.076  0.05
C1 -0.654 0.044 0.469  -0.33
F1 -1.717 -0.828 0.370  0.05
C2 0.444 -0.488 -0.493  -0.94
F2 0.178 -0.445 -1.752  0.10
F3 0.595 -1.854 -0.191  -0.01
Br1 2.142 0.294 -0.260  0.92
H1 -0.086 -0.216 1.436  0.19

Properties
Structure (SMILES): O=N[C@@H](F)C(F)(F)Br
Kohn-Sham gap (spin up / spin down) (eV): 9.0 / 9.0
Energy relative to the best compared isomer or geometry (same formula, charge and spin) (kJ/mol): 282.0
HOMO level (spin up / spin down) (eV): -10.32 / -10.32

# 3
Computed, not measured: a 6-piece molecular cluster, C18H45O15P3 overall, with ωB97M-V with the def2-TZVPD basis set.

Each line ends with the Löwdin charge.
Geometry (Å):
C1 1.014 4.920 1.493  -0.07
O1 -0.246 4.257 1.815  -0.21
P1 -0.245 2.638 2.007  0.52
O2 0.390 2.051 0.862  -0.22
O3 0.654 2.235 3.349  -0.16
C2 0.985 0.988 3.612  -0.15
O4 -1.774 2.119 2.127  -0.17
C3 -2.765 2.607 1.370  -0.17
H1 1.563 4.877 2.369  0.06
H2 0.937 5.877 1.226  0.04
H3 1.746 4.460 0.659  0.14
H4 1.220 1.048 4.512  0.04
H5 1.797 0.809 3.097  0.05
H6 0.201 0.444 3.297  0.07
H7 -2.863 3.671 1.606  0.11
H8 -3.709 2.112 1.462  0.09
H9 -2.736 2.407 0.346  0.03
C4 3.806 2.093 -0.191  -0.12
O5 2.705 1.519 -0.847  -0.20
P2 2.287 -0.031 -0.553  0.49
O6 1.304 -0.690 -1.521  -0.26
O7 3.659 -0.743 -0.702  -0.23
C5 3.928 -1.884 -1.597  -0.01
O8 1.955 -0.520 0.952  -0.25
C6 1.447 -1.778 1.346  -0.09
H10 3.699 3.070 -0.032  0.02
H11 4.854 2.096 -0.764  0.15
H12 3.806 1.880 0.824  0.07
H13 3.659 -1.596 -2.527  0.04
H14 3.033 -2.585 -1.513  0.10
H15 4.818 -2.271 -1.363  0.05
H16 2.269 -2.574 1.387  0.12
H17 0.714 -2.124 0.607  0.07
H18 0.925 -1.841 2.308  0.06
C7 1.671 -3.140 -4.940  -0.09
O9 1.509 -3.001 -3.512  -0.26
P3 -0.077 -2.904 -2.988  0.51
O10 -0.806 -4.004 -3.670  -0.28
O11 -0.220 -3.244 -1.465  -0.23
C8 -1.177 -4.130 -0.830  -0.03
O12 -0.867 -1.545 -3.465  -0.22
C9 -1.436 -1.478 -4.693  -0.12
H19 2.624 -3.283 -5.031  0.00
H20 1.494 -2.081 -5.498  0.14
H21 1.041 -4.054 -5.230  0.12
H22 -2.040 -3.685 -0.892  0.02
H23 -0.713 -4.689 0.029  0.13
H24 -1.304 -4.870 -1.548  0.06
H25 -0.761 -2.025 -5.410  0.10
H26 -1.438 -0.584 -5.042  0.04
H27 -2.290 -1.992 -4.644  0.06
C10 -1.691 -2.164 6.946  0.03
C11 -0.650 -2.023 5.790  -0.40
C12 -0.746 -2.884 4.569  -0.01
O13 0.120 -1.053 5.893  0.04
H28 -1.442 -3.164 7.222  0.08
H29 -2.485 -2.202 6.459  0.00
H30 -1.586 -1.741 7.876  0.07
H31 0.253 -3.278 4.380  0.10
H32 -1.096 -2.345 3.693  0.09
H33 -1.453 -3.645 4.688  0.06
C13 -3.354 -1.120 0.127  0.00
C14 -3.236 -0.376 -1.251  -0.49
C15 -1.977 0.567 -1.301  -0.03
O14 -3.829 -0.576 -2.197  0.15
H34 -3.625 -0.582 0.961  0.03
H35 -2.434 -1.814 0.216  0.10
H36 -4.202 -1.728 0.211  0.05
H37 -2.194 1.817 -1.371  0.14
H38 -1.207 0.411 -2.005  0.00
H39 -1.142 0.352 -0.421  0.12
C16 -0.571 5.012 -1.587  0.00
C17 -0.657 3.974 -2.844  -0.47
C18 0.324 2.815 -2.663  -0.04
O15 -1.430 4.021 -3.725  0.09
H40 0.459 5.261 -1.582  0.04
H41 -0.887 4.483 -0.749  0.01
H42 -1.342 5.975 -1.901  0.15
H43 0.209 1.855 -3.115  0.06
H44 0.274 2.267 -1.674  0.06
H45 1.322 3.088 -2.813  0.06

Properties
Structure (SMILES): COP(=O)(OC)OC.COP(=O)(OC)OC.COP(=O)(OC)OC.CC(C)=O.CC(C)=O.CC(C)=O
Kohn-Sham gap (eV): 9.4
Energy relative to the best compared isomer or geometry (same formula, charge and spin) (kJ/mol): 298.6
HOMO level (eV): -9.09

# 4
Computed, not measured: a 3-piece molecular cluster, C15H37ClNO9P2 overall, with ωB97M-V with the def2-TZVPD basis set.

Each line ends with the Löwdin charge.
Geometry (Å):
O1 4.162 -3.944 -1.712  -0.26
N1 4.199 -5.075 -0.897  -0.26
C1 3.108 -5.991 -1.260  -0.35
C2 3.563 -7.302 -2.041  -0.29
C3 4.800 -7.099 -3.006  -0.55
Cl1 4.195 -7.140 -4.758  0.40
H1 3.350 -3.416 -1.541  0.04
H2 2.651 -6.352 -0.276  0.08
H3 2.261 -5.465 -1.813  0.09
H4 3.775 -8.177 -1.357  0.09
H5 2.688 -7.614 -2.694  0.07
H6 5.424 -6.197 -2.783  0.06
H7 5.445 -8.024 -2.907  0.06
O2 2.178 0.409 -0.434  -0.25
P1 2.372 1.186 -1.745  0.72
O3 3.983 1.531 -1.548  -0.25
C4 4.914 0.462 -1.637  -0.29
C5 4.961 -0.135 -3.031  -0.08
O4 1.688 2.596 -1.179  -0.27
C6 0.570 2.529 -0.299  -0.31
C7 1.015 2.830 1.121  -0.08
O5 2.404 1.882 -3.313  -0.27
C8 2.621 3.261 -3.592  -0.30
C9 4.076 3.688 -3.543  -0.08
H8 4.673 -0.305 -0.896  0.11
H9 5.897 0.869 -1.382  0.12
H10 4.007 -0.609 -3.284  0.07
H11 5.747 -0.889 -3.100  0.08
H12 5.146 0.635 -3.782  0.06
H13 0.076 1.558 -0.366  0.09
H14 -0.158 3.279 -0.623  0.11
H15 1.892 2.248 1.406  0.07
H16 0.213 2.623 1.835  0.07
H17 1.297 3.883 1.212  0.07
H18 2.000 3.912 -2.977  0.10
H19 2.265 3.403 -4.618  0.11
H20 4.428 3.786 -2.515  0.07
H21 4.199 4.665 -4.020  0.07
H22 4.719 2.968 -4.051  0.07
O6 -5.682 1.421 0.758  -0.22
P2 -4.837 1.718 2.001  0.73
O7 -4.464 0.153 2.392  -0.24
C10 -3.585 -0.569 1.537  -0.29
C11 -2.187 0.019 1.531  -0.08
O8 -6.135 1.988 3.004  -0.26
C12 -7.299 2.639 2.496  -0.30
C13 -8.403 1.622 2.265  -0.08
O9 -3.808 2.297 3.232  -0.25
C14 -4.021 2.114 4.630  -0.28
C15 -3.618 0.748 5.150  -0.07
H23 -3.995 -0.603 0.523  0.11
H24 -3.548 -1.596 1.910  0.12
H25 -2.188 1.026 1.099  0.06
H26 -1.509 -0.604 0.946  0.09
H27 -1.795 0.107 2.545  0.07
H28 -7.072 3.194 1.584  0.10
H29 -7.623 3.370 3.241  0.11
H30 -8.047 0.759 1.701  0.07
H31 -9.240 2.071 1.725  0.07
H32 -8.771 1.241 3.220  0.07
H33 -5.037 2.365 4.932  0.11
H34 -3.381 2.859 5.114  0.12
H35 -4.354 -0.012 4.885  0.07
H36 -3.552 0.765 6.241  0.08
H37 -2.654 0.437 4.746  0.07

Properties
Net charge: -1
Kohn-Sham gap (eV): 1.5
HOMO level (eV): -1.64

Number 1: total energy -5330.242103 hartree. Number 2: total energy -3080.300694 hartree. Number 3: total energy -2865.284263 hartree. Number 4: total energy -2468.388449 hartree.